Density functional theory data (ωB97M-V/def2-TZVPD) for a structure of composition C11H17Cl2N2O6OsSi at a distorted geometry.

CARTESIAN COORDINATES (ANGSTROEM)
Os: 0.273 2.148 -0.103
C: -2.752 3.000 -1.568
C: -2.762 1.745 -0.744
C: -3.955 1.135 -0.307
C: -3.778 0.198 0.717
C: -2.576 -0.210 1.263
C: -1.381 0.322 0.674
N: -1.553 1.171 -0.415
N: -0.106 0.205 1.013
Si: 0.660 -1.292 1.836
C: -0.351 -1.963 3.231
C: 2.431 -0.736 2.159
C: 0.740 -2.686 0.507
H: -2.147 3.767 -0.977
H: -3.753 3.504 -1.680
H: -2.269 2.819 -2.545
H: -4.918 1.378 -0.812
H: -4.688 -0.088 1.229
H: -2.549 -0.873 2.159
H: -1.213 -1.372 3.527
H: 0.317 -1.892 4.096
H: -0.534 -3.066 2.979
H: 2.295 0.222 2.658
H: 2.971 -0.493 1.224
H: 2.904 -1.426 2.843
H: 0.001 -2.674 -0.301
H: 0.628 -3.652 1.021
H: 1.756 -2.671 0.202
O: 5.508 -1.771 -0.544
Cl: 4.781 -0.905 -1.571
O: 3.547 -1.799 -1.912
O: -0.474 3.187 1.078
O: 4.104 0.308 -0.890
Cl: 1.720 1.061 -4.743
C: 1.449 0.163 -3.261
C: 0.956 1.095 -2.172
O: 0.062 1.980 -2.292
O: 1.622 1.067 -1.054
H: 2.375 -0.366 -2.917
H: 0.658 -0.539 -3.606

The value obtained for the total energy is -62319.207 eV. Its multiplicity is 5. The largest force on an atom is 0.094 Eh/bohr. As for the total charge: +1. The HOMO-LUMO gap (alpha / beta) comes out at 7.30 / 5.48 eV.



Density functional theory data (ωB97M-V/def2-TZVPD) for a cluster of 2 separate species, C3H4O2 in total at a distorted geometry.

CARTESIAN COORDINATES (ANGSTROEM)
C: 2.274 -0.320 0.024
C: -1.504 0.366 -0.518
C: -0.655 -0.359 0.368
O: 3.140 -1.111 0.265
O: -1.153 0.801 0.812
H: 2.110 0.744 -0.040
H: -1.102 0.980 -1.337
H: -2.589 0.095 -0.663
H: -0.520 -1.196 1.089

The value obtained for the total energy is -7264.678 eV. The largest force on an atom is 0.061 Eh/bohr. The HOMO-LUMO gap (alpha / beta) comes out at 8.38 / 8.50 eV.



Density functional theory data (ωB97M-V/def2-TZVPD) for a structure of composition C2H3Cl3S at a distorted geometry.

CARTESIAN COORDINATES (ANGSTROEM)
C: -0.630 0.271 0.704
C: -0.054 -0.282 -1.122
S: 0.378 -0.484 1.922
Cl: -0.809 0.765 -2.323
Cl: -0.231 -1.972 -1.557
Cl: 1.634 0.104 -1.004
H: -1.646 -0.030 0.887
H: -0.204 1.332 0.690
H: 1.562 0.296 1.804

The value obtained for the total energy is -50523.373 eV. The largest force on an atom is 0.079 Eh/bohr. The HOMO-LUMO gap comes out at 9.69 eV.



Density functional theory data (ωB97M-V/def2-TZVPD) for a cluster of 2 separate species, C7H8I2NO in total at a distorted geometry.

CARTESIAN COORDINATES (ANGSTROEM)
C: -2.077 -1.297 -0.824
C: -2.161 -2.311 -0.186
C: 1.230 -0.103 -0.667
C: 0.068 0.326 -0.243
C: 2.173 0.018 0.514
C: 1.521 0.994 1.566
C: -1.795 -0.074 -1.457
N: 0.070 0.812 1.193
O: -1.318 0.022 -2.658
I: -2.223 -4.164 0.541
I: -3.134 1.526 -0.834
H: 1.601 -0.414 -1.602
H: 2.665 -0.884 0.890
H: 3.112 0.591 0.002
H: 1.435 0.563 2.585
H: 1.577 2.078 1.395
H: -0.406 1.699 1.438
H: -0.511 0.116 1.674
H: -1.825 0.502 -3.328

The value obtained for the total energy is -27114.470 eV. The largest force on an atom is 0.105 Eh/bohr. As for the total charge: +1. The HOMO-LUMO gap (alpha / beta) comes out at 8.28 / 8.28 eV.



Density functional theory data (ωB97M-V/def2-TZVPD) for an isolated molecule of CH3NO2S at a distorted geometry.

CARTESIAN COORDINATES (ANGSTROEM)
O: 0.341 -1.276 0.333
N: 0.291 -0.073 0.917
O: -0.524 1.006 0.514
C: -0.832 1.293 -0.682
S: -0.257 0.422 -1.967
H: 0.163 -1.149 -0.650
H: -0.253 -0.086 1.832
H: -1.734 2.173 -0.767

The value obtained for the total energy is -17500.798 eV. The largest force on an atom is 0.097 Eh/bohr. As for the SMILES: ONOC=S. The HOMO-LUMO gap comes out at 9.15 eV.



Density functional theory data (ωB97M-V/def2-TZVPD) for an isolated molecule of C4H10O at a distorted geometry.

CARTESIAN COORDINATES (ANGSTROEM)
C: -1.713 -0.819 -0.009
C: -0.448 0.024 -0.298
C: -0.553 1.480 0.125
C: 0.800 -0.665 0.286
O: 1.941 0.001 -0.220
H: -1.561 -1.829 -0.451
H: -1.900 -0.947 1.089
H: -2.622 -0.355 -0.425
H: -0.344 -0.001 -1.397
H: -0.862 1.573 1.183
H: -1.351 2.004 -0.456
H: 0.380 2.018 -0.027
H: 0.777 -1.723 -0.049
H: 0.723 -0.587 1.378
H: 2.718 -0.293 0.291

The value obtained for the total energy is -6357.463 eV. The largest force on an atom is 0.023 Eh/bohr. As for the SMILES: CC(C)CO. The HOMO-LUMO gap comes out at 11.38 eV.



Q: Number 6 is which compound?
A: C4H10O